# 1
The following is a quantum chemistry calculation of C23H15Br2N3O in the gas phase in a non-equilibrium geometry, from the OMol25 dataset.

Structure (XYZ):
```
44
C23H15Br2N3O | the OMol25 dataset | ωB97M-V/def2-TZVPD
C 1.2174 -2.4303 1.7808
C -0.4628 2.1533 -0.9812
H -1.1269 1.9175 -2.9879
C 1.0857 -1.2708 -0.6183
H -2.5338 -2.0433 4.5304
C 0.7376 -0.1529 -1.3096
C -0.8290 -2.0617 3.1810
N 0.3720 1.0432 -0.6396
Br 0.4372 0.1181 -7.4762
H 2.2081 -3.4884 3.9057
C -0.8392 -2.7971 5.5140
H 2.2876 1.3532 -5.2440
N 0.8497 -0.0426 1.4476
O 1.9054 -3.3199 1.3157
C 1.1630 -3.1922 4.0772
C 1.0846 -1.2424 0.8995
H 0.4110 2.8093 -2.7610
C -0.3458 2.3633 2.7195
H -1.3510 4.7996 0.5212
C -1.4478 -2.3257 4.3823
Br -1.8738 -2.9567 7.1536
C -0.9076 2.6998 0.1820
C 1.6092 0.6330 -4.8476
H -1.0522 -1.2141 -2.9697
H -1.4087 -1.7706 2.3735
C -0.2863 2.0074 1.2954
C 1.8033 0.4405 -3.4939
C 0.5970 0.0259 -5.5951
N -0.4728 2.5372 3.8652
C -1.8704 3.8737 0.1751
C 0.7434 -0.2096 -2.7730
H -1.0940 -1.1124 -5.3989
C -0.2214 -0.7839 -3.4644
H -1.0768 3.6437 -2.4870
C 0.5836 -3.2337 5.3173
H 1.1908 -3.6637 6.0870
C -0.3264 -0.6882 -4.8298
H 1.3775 -2.2038 -1.1880
C 0.5006 -2.5352 3.0463
H -2.7147 3.6017 0.8113
C 0.3468 0.9987 0.6721
C -0.6015 2.6529 -2.4003
H -2.2987 4.1074 -0.8239
H 2.6302 0.9599 -2.9639
```

Results
Lowest unoccupied orbital energy = -0.79 eV
Frontier orbital gap = 0.27659 Ha
Total energy = -6272.913577 Eh
HOMO level = -8.31 eV
ΔE to the lowest compared entry with this formula, charge and spin = 192.1 kJ/mol
Total charge = 0


# 2
The following is a quantum chemistry calculation of C5H6N2S in the gas phase in a non-equilibrium geometry, from the OMol25 dataset.

Structure (XYZ):
```
14
C5H6N2S | the OMol25 dataset | ωB97M-V/def2-TZVPD
S 1.1877 1.8130 0.8242
H -2.8737 -2.2851 0.3941
C -0.2244 -0.3694 0.2744
H 1.4430 -0.0115 -0.8138
H 1.8714 -0.5833 0.8998
H -0.5753 3.3980 0.0528
C -0.0625 2.4951 -0.2282
C -0.7233 -1.6337 0.7282
H -0.2228 2.1612 -1.2213
N -1.1506 0.2432 -0.4141
N -2.2705 -0.3327 -0.2696
C 1.2033 0.0583 0.3408
H -0.3578 -2.4780 1.1887
C -2.0484 -1.5168 0.1978
```

Results
Lowest unoccupied orbital energy (spin up / spin down) = -1.48 / -1.99 eV
Frontier orbital gap (spin up / spin down) = 0.25286 / 0.22112 Ha
Total energy = -701.643989 Eh
HOMO level (spin up / spin down) = -8.36 / -8.01 eV
ΔE to the lowest compared entry with this formula, charge and spin = 511.9 kJ/mol
Total charge = 0


# 3
The following is a quantum chemistry calculation of C4H10N2O in the gas phase in a non-equilibrium geometry, from the OMol25 dataset.

Structure (XYZ):
```
17
C4H10N2O | the OMol25 dataset | ωB97M-V/def2-TZVPD
H -2.5132 -0.8687 0.3711
H -0.0506 1.3833 -0.9427
C -0.3573 -0.6690 0.4522
H -1.7072 -0.5303 -1.1939
H 2.6863 -0.3560 1.2064
H 1.3468 0.6669 -1.9020
H 1.7167 -1.9004 0.7703
H 2.6453 -1.0071 -0.5423
O -0.3856 -1.8246 0.9891
C -1.7256 -0.2555 -0.0970
N -2.1364 1.1729 0.2299
C 0.9938 0.9867 -0.8349
H 1.7346 1.7521 -0.3482
H -1.9069 1.3587 1.2113
N 0.7972 -0.1421 -0.0060
H -3.1013 1.1496 0.2786
C 1.9634 -0.9164 0.3581
```

Results
Lowest unoccupied orbital energy = 0.82 eV
Frontier orbital gap = 0.36903 Ha
Total energy = -343.112530 Eh
HOMO level = -9.22 eV
ΔE to the lowest compared entry with this formula, charge and spin = 233.5 kJ/mol
Total charge = 0


# 4
The following is a quantum chemistry calculation of a molecular structure, C36H39IrN5S2Si, from the OMol25 dataset.

Structure (XYZ):
```
84
C36H39IrN5S2Si | the OMol25 dataset | ωB97M-V/def2-TZVPD
H -2.2881 3.9674 2.0850
C 2.4475 -0.9026 -6.8823
C 3.2085 -3.0940 -7.4087
C 4.6657 0.6033 1.9361
C 5.5882 0.8144 0.9187
H -2.0264 3.4957 -1.5569
C -1.3729 -0.3565 5.4775
C 0.8582 3.3447 1.2865
S 2.4242 0.3014 4.2758
C 3.3281 0.4606 1.6094
C -1.2292 -0.4335 3.0778
H -1.2810 4.9013 -0.8061
H 6.6362 0.9293 1.1593
H 5.8954 1.0186 -1.1892
H -4.8726 -2.2922 4.9356
C -3.6389 -0.7906 -0.8334
C 1.1148 0.1583 -4.7882
C 3.8220 0.7281 -0.7223
C -0.9383 -3.3929 -0.1485
H 4.0343 0.5439 -6.6939
H -3.9527 0.5108 5.8841
N -0.6148 1.1487 0.0065
S 1.1481 0.2837 -6.5548
H 0.7171 -2.0067 -2.2225
C 1.2332 1.1940 -2.6338
H -3.1315 2.6595 1.2705
C -3.5003 -0.7960 4.1851
H 3.5368 0.7708 -1.7649
H 0.4316 0.0133 6.5713
Ir 0.9341 -0.0292 0.0690
C 2.2755 0.2222 2.5853
H 3.0185 -4.1365 -7.6348
C -2.1760 2.9454 1.7124
C 0.7271 -0.0135 4.4320
H 1.3880 2.0556 -1.9990
C 0.8679 -1.0798 -2.7573
C 5.1689 0.8676 -0.4021
H -1.9785 2.3002 2.5709
H -1.6388 -4.2205 -0.0706
H -5.3162 0.1989 4.8175
N 1.0291 0.0235 -2.0069
H -4.6878 -0.7475 -1.0949
H -3.8584 -0.0389 2.1713
H 0.9731 4.4313 1.2970
H -0.3343 -3.3506 0.7586
N 1.0604 -0.0350 2.1367
C -3.0208 -2.0210 -0.6763
C -1.5926 0.2396 -0.2985
C -3.8006 -2.0915 4.9527
H -1.9659 -0.4280 6.3789
C 2.8679 0.5237 0.2748
C -2.9301 0.3888 -0.6333
H -3.5839 -2.9352 -0.8039
H 0.9011 2.9986 2.3216
H -0.2675 -3.6018 -0.9840
H -3.2859 -2.9426 4.5027
H 5.7948 -1.1539 -7.1494
N -0.9869 -0.9667 -0.2012
C -0.0265 -0.1076 5.5990
H -3.4952 -2.0266 5.9966
H -1.6812 -0.5703 2.1098
H 0.7667 -1.9699 -4.6884
C -4.2406 0.3787 4.8415
C -1.6569 -2.0992 -0.3487
C -4.0153 -0.9502 2.7555
N 4.4811 -2.7159 -7.3857
H 1.4561 2.2622 -4.4665
H -3.5363 -1.7881 2.2419
C 1.2789 1.2999 -4.0064
H -5.0875 -1.1472 2.7759
C 3.7694 -0.4880 -6.8809
H 1.7114 2.9279 0.7489
C -1.9984 -0.5238 4.2252
C 2.1502 -2.2255 -7.1686
H -4.0402 1.3143 4.3143
C 0.1391 -0.1704 3.1777
C 0.9010 -1.0528 -4.1326
C -1.1228 3.8492 -1.0570
Si -0.7653 2.9172 0.5079
C 4.7494 -1.4385 -7.1386
H -0.2992 3.8074 -1.7708
H 1.1272 -2.5729 -7.2300
H -3.3908 1.3614 -0.7275
H 5.0001 0.5429 2.9648
```

Results
Multiplicity = 2
Lowest unoccupied orbital energy (spin up / spin down) = -6.95 / -8.41 eV
Frontier orbital gap (spin up / spin down) = 0.24773 / 0.19381 Ha
Total energy = -2858.789199 Eh
HOMO level (spin up / spin down) = -13.69 / -13.68 eV
Expectation value of S² = 0.77
ΔE to the lowest compared entry with this formula, charge and spin = 6.1 kJ/mol
Total charge = +2


# 5
The following is a quantum chemistry calculation of 8 unconnected molecules or ions with the total composition C32H48O24 in a non-equilibrium geometry, from the OMol25 dataset.

Structure (XYZ):
```
104
C32H48O24 | the OMol25 dataset | ωB97M-V/def2-TZVPD
C 3.7975 2.0512 -4.5821
O -2.9552 3.5910 2.1606
O -0.3310 -0.8996 1.2587
C 4.2300 1.2266 -5.7524
C -4.0103 2.8111 2.6547
C 0.7851 -3.6707 5.0494
H -1.0698 -4.0011 4.0320
H -1.0986 2.9291 -4.5507
O -4.3686 1.7451 -1.5954
C -0.6088 3.1640 -3.6057
O 5.4877 2.7678 1.1565
H 1.2495 -4.3063 4.2954
C 2.4930 4.0575 -0.0836
H 1.5157 4.1182 0.3952
H -2.9396 -2.3702 2.4772
C 3.3455 5.2603 0.1195
O 1.4624 -7.4470 0.4079
H 4.0956 2.0179 -2.4324
H -5.2053 -2.7609 0.4252
O -2.3388 2.3742 -2.1150
C 2.1945 -7.5843 -0.7040
O -2.9502 -2.2447 -1.1134
H 1.2629 -2.6923 4.9996
H -2.4041 -2.1659 4.7200
H 2.8429 5.8661 0.8736
C 2.2946 -5.3662 -0.1841
H -1.2464 -1.6082 5.8359
C -4.1495 -2.6698 0.6802
C -3.9860 -2.4991 2.2006
H -4.1238 3.0152 3.7194
O 3.0961 0.4555 -6.1982
H -2.8231 4.2558 -4.0837
H -2.6587 5.4618 -2.8376
O -3.5154 -3.7984 0.2031
H 0.0322 2.3133 -3.3745
H 5.5456 1.5758 -3.4556
H -0.7012 -0.5644 -0.6821
H 1.2034 -3.5991 -0.3883
H 1.4096 0.7318 -2.0296
O -1.2120 -4.2771 6.0017
C -0.1898 -0.0418 0.1263
C 1.5632 -4.3795 -1.0588
H -4.0572 0.6466 2.2865
H 0.3399 -5.7681 0.7476
O -2.2225 -4.5332 -1.4013
H 5.0075 0.5087 -5.4911
O 4.5319 4.7666 0.6590
H -1.0831 4.0578 -1.6652
H -3.1522 -0.8413 0.3837
O 2.4197 -8.6136 -1.2873
O 1.7361 -1.0748 0.7473
H -4.3084 -3.3711 2.7696
H 1.3895 -1.0794 -1.8203
H -5.3098 2.8793 0.8089
H -0.7874 -1.3786 4.2429
H -4.5430 -1.7037 2.6959
C -0.7408 -3.5055 4.9453
H 4.6142 1.8729 -6.5416
H 1.7530 0.8930 0.4991
H 3.9526 3.0914 -4.8683
H 2.8506 6.4584 -1.7112
C 1.3167 0.0374 -0.0164
C -5.3444 2.9402 1.8967
O -3.9024 3.8526 -2.4370
O 0.9066 -2.4117 2.3884
C 1.7699 -0.1240 -1.4586
H 4.4020 0.4709 -3.2227
C -1.6043 3.5584 -2.4819
C -2.7405 4.3878 -3.0049
H -2.8388 1.1812 3.5664
H -4.6309 -1.1078 -0.6564
O 0.9528 0.2778 -5.5524
C 4.4612 1.5521 -3.3475
H 0.6988 -4.8047 -1.5689
O 3.3161 3.0179 0.4586
C 0.7550 -1.5788 1.5377
C -2.0720 2.7713 1.5934
C -3.7267 -1.5385 -0.2263
O 2.4337 1.6293 -4.4580
C 4.5017 3.4444 0.8112
C 1.3736 -6.1104 0.7961
H -0.7024 0.9149 0.2265
H 4.3575 6.9239 -0.9273
O -1.0919 3.1425 0.9638
H 1.7783 -5.8063 1.7615
H -5.9267 3.8120 2.1950
C -3.3940 1.4264 2.6610
C -0.1921 -4.5149 6.8366
O -0.3229 -4.6870 8.0491
C -2.8153 -3.5972 -0.8181
O -2.4135 1.5038 1.7091
C 3.6992 6.0816 -1.1402
H 2.2143 -3.9399 -1.8145
C -3.6004 2.5898 -1.9603
H 0.0209 4.0051 -3.8959
H -6.0433 2.1400 2.1404
C -1.3259 -2.0946 4.8637
O 0.9264 -4.2802 6.2932
H 2.3751 3.9312 -1.1598
H 3.0862 -4.7617 0.2585
H 2.8548 -0.2037 -1.5275
O 2.7568 -6.3945 -1.0326
H 4.2570 5.4565 -1.8375
C 2.0627 0.7585 -5.4277
```

Results
Lowest unoccupied orbital energy = -0.16 eV
Frontier orbital gap = 0.37033 Ha
Total energy = -3053.932910 Eh
HOMO level = -10.24 eV
ΔE to the lowest compared entry with this formula, charge and spin = 345.3 kJ/mol
Total charge = 0


# 6
The following is a quantum chemistry calculation of 2 unconnected molecules or ions with the total composition C9H14 in a non-equilibrium geometry, from the OMol25 dataset.

Structure (XYZ):
```
23
C9H14 | the OMol25 dataset | ωB97M-V/def2-TZVPD
H -2.8836 2.6053 -0.8820
C 0.7202 -0.4963 -0.4375
H 1.4667 -3.2142 1.2451
H -3.9860 -0.2587 -0.1731
H -4.4213 2.2588 -0.2881
H 1.6603 2.5496 0.9229
H 1.1418 -3.2788 -0.4268
H -2.9852 1.7126 0.8146
C 0.8552 0.8859 -0.1996
H 0.2048 1.6083 -0.6413
C -3.4398 1.8519 -0.2858
C 2.9295 -0.7191 0.6772
C 1.7348 1.4758 0.6822
C 2.9220 0.6924 0.8522
H 3.8717 1.0959 1.1179
H 3.9351 -1.1367 0.9565
C 1.7731 -1.2936 0.1236
C -3.6120 0.4283 -0.8677
C 1.9190 -2.8349 0.3044
H -2.4633 -0.0591 -0.9108
H -0.0914 -1.0345 -1.0350
H 2.9595 -3.1433 0.2396
H -4.2112 0.3045 -1.7886
```

Results
Lowest unoccupied orbital energy = 0.97 eV
Frontier orbital gap = 0.36232 Ha
Total energy = -351.238245 Eh
HOMO level = -8.89 eV
ΔE to the lowest compared entry with this formula, charge and spin = 241.4 kJ/mol
Total charge = 0


# 7
The following is a quantum chemistry calculation of 9 unconnected molecules or ions with the total composition C3H23O9 in a non-equilibrium geometry, from the OMol25 dataset.

Structure (XYZ):
```
35
C3H23O9 | the OMol25 dataset | ωB97M-V/def2-TZVPD
O -1.8297 -0.2351 2.4560
H 1.4120 2.7986 -0.3816
O -1.4630 -2.8039 -0.0226
H 1.0167 -1.4225 -1.2687
H -1.2244 0.8881 -2.3399
C -0.4444 1.4313 -2.9527
H -0.4434 -0.8993 -1.1791
H -1.6678 -1.8440 -0.0177
O 0.1295 -1.4740 -1.7375
H -0.7570 -2.8165 -0.7222
H -0.9111 1.7715 -3.8864
H -0.8451 0.9976 -0.0508
H 0.1629 1.5725 1.7671
H 0.8416 -1.7538 2.1867
H 0.8930 0.5490 2.5218
H 2.3540 -1.8265 2.7715
H 0.8928 3.1387 -2.7005
H 0.3070 0.6591 -3.1799
O 2.4781 -1.2342 -0.4206
O -0.2769 1.9187 0.1286
O -1.6063 -0.1973 -0.1688
H 1.2808 1.0742 -0.9475
H 2.1788 -1.3446 0.4978
O 0.3626 1.3104 2.6536
H -1.1402 0.4836 2.7032
H -2.3509 0.0912 -0.5728
H -1.8042 -0.2502 1.4431
H -1.0357 -1.6533 2.6498
H -0.7882 -2.7431 1.5221
O -0.4707 -2.5045 2.4438
O 1.7658 -1.3062 2.1428
H -0.6088 3.3092 -1.8793
C 0.1433 2.5790 -2.1410
H 2.7076 -0.3317 -0.5050
C 0.7414 2.0678 -0.8135
```

Results
Lowest unoccupied orbital energy = 3.28 eV
Frontier orbital gap = 0.35915 Ha
Total energy = -805.360780 Eh
HOMO level = -6.49 eV
ΔE to the lowest compared entry with this formula, charge and spin = 49.3 kJ/mol
Total charge = -1


# 8
The following is a quantum chemistry calculation of 2 unconnected molecules or ions with the total composition C7H16O in a non-equilibrium geometry, from the OMol25 dataset.

Structure (XYZ):
```
24
C7H16O | the OMol25 dataset | ωB97M-V/def2-TZVPD
O 0.5802 1.8104 1.2047
H -2.1232 -1.7622 1.0806
H 1.2337 -0.5405 1.1814
H -0.5382 -1.0974 -2.1844
H -0.8905 -1.9196 2.8381
H 2.1674 0.8320 -1.9448
H -0.3511 1.5839 0.9930
C 1.3506 1.5339 -1.9564
H -2.6148 -1.3046 -0.6877
H 1.5327 2.2610 -1.1728
C -1.8943 -1.3543 0.1087
C 0.0190 -0.6246 -1.3535
C -0.6127 -0.9688 -0.0210
C -0.0688 0.8690 -1.6839
C 0.3875 -1.2164 1.1022
H 1.1363 2.1113 -2.8499
H -0.5023 1.4814 -0.8984
H 0.5983 -0.9445 3.2046
H -0.7616 1.1525 -2.4833
H 0.7161 2.7499 0.9961
H 0.9684 -1.1143 -1.5094
C -0.2358 -1.1137 2.5294
H 0.6561 -2.2772 0.9687
H -0.7530 -0.1471 2.5380
```

Results
Lowest unoccupied orbital energy = 0.78 eV
Frontier orbital gap = 0.36243 Ha
Total energy = -351.484045 Eh
HOMO level = -9.08 eV
ΔE to the lowest compared entry with this formula, charge and spin = 183.6 kJ/mol
Total charge = 0